(1)
100
Properties=species:S:1:pos:R:3 method="wB97M-V/def2-TZVPD" gap_ev="5.4 / 5.8" e_above_lowest_kcal_mol=6.50 s2=0.7546 total_charge=+3 multiplicity=2
Ti -1.30526 -0.54799 -0.91222
C 6.35468 2.14585 3.31112
S 4.88996 1.39504 4.04366
C 3.57171 2.27930 3.15794
C 2.85119 1.35267 2.18494
C 1.66107 2.03764 1.53003
N 0.78624 1.13458 0.74908
P 1.17208 0.24183 -0.66359
C 1.84175 1.34302 -1.92792
C 2.89851 2.22140 -1.67483
C 3.40543 3.00685 -2.69579
C 2.88738 2.89958 -3.98083
C 1.86408 2.00283 -4.24829
C 1.33825 1.23141 -3.22337
C 2.52741 -0.91337 -0.30716
C 2.51186 -1.65145 0.87816
C 3.52220 -2.55680 1.15102
C 4.54719 -2.75056 0.23203
C 4.55815 -2.03564 -0.95701
C 3.55482 -1.11683 -1.22923
P -0.68032 0.53135 1.37376
C -0.41018 -0.10464 3.03594
C -0.24813 -1.47449 3.24267
C 0.05058 -1.95422 4.50737
C 0.18642 -1.06846 5.56873
C -0.00258 0.29413 5.37386
C -0.31263 0.77777 4.11431
C -1.81880 1.92692 1.56147
C -1.48987 3.23932 1.22897
C -2.42247 4.25093 1.40236
C -3.68347 3.95938 1.90219
C -4.01751 2.65213 2.23194
C -3.08991 1.63922 2.06204
H 7.21210 1.68297 3.79481
H 6.37719 3.21464 3.51106
H 6.41130 1.95350 2.24090
H 4.00693 3.13649 2.64195
H 2.87055 2.67375 3.89657
H 2.49764 0.47601 2.73340
H 3.55784 0.98591 1.43657
H 1.97395 2.86112 0.88338
H 1.03675 2.48172 2.31027
H 3.35101 2.27115 -0.69275
H 4.21898 3.69059 -2.49613
H 3.29422 3.50693 -4.77768
H 1.47749 1.90495 -5.25389
H 0.53306 0.53414 -3.43542
H 1.73405 -1.48352 1.61639
H 3.52373 -3.09850 2.08716
H 5.34330 -3.44940 0.44976
H 5.35921 -2.17884 -1.66943
H 3.58539 -0.55325 -2.15285
H -0.35931 -2.16783 2.41407
H 0.17632 -3.01600 4.67013
H 0.42754 -1.44193 6.55472
H 0.08445 0.97816 6.20694
H -0.48925 1.83772 3.97392
H -0.50819 3.48241 0.83977
H -2.15910 5.27078 1.15717
H -4.40555 4.75179 2.04306
H -4.99678 2.42903 2.63316
H -3.34390 0.62204 2.34369
N -5.46882 -2.86571 2.18755
C -6.09076 -2.44808 1.08463
N -7.39119 -2.65202 0.94173
N -5.47945 -1.81559 0.07531
C -4.25670 -1.51678 -0.03373
N -3.16097 -1.16509 -0.27131
H -5.96800 -3.31777 2.93661
H -4.48370 -2.71271 2.31233
H -7.94874 -3.11391 1.64148
H -7.84770 -2.31713 0.10902
N -3.37191 -0.47988 -3.44883
C -2.83373 0.75349 -3.26110
C -3.18477 1.81284 -4.11626
C -2.66429 3.06127 -3.89376
C -1.78343 3.26504 -2.82296
C -1.45433 2.18862 -2.05302
N -1.95234 0.94018 -2.25308
H -4.10761 -0.58514 -4.12686
H -3.31998 -1.17915 -2.72927
H -3.87814 1.62830 -4.92501
H -2.93931 3.88429 -4.53901
H -1.35713 4.23472 -2.61619
H -0.75377 2.28273 -1.23386
C 0.67089 -4.05951 -0.97378
N 0.24893 -3.96384 -2.37084
C 0.67805 -5.03365 -3.27847
C -0.45270 -2.94706 -2.81502
C -0.84333 -2.86941 -4.25655
O -0.79255 -2.00346 -2.01889
H 0.55804 -5.09017 -0.64568
H 0.05235 -3.41710 -0.35333
H 1.71554 -3.75664 -0.87433
H 1.36107 -5.68569 -2.74426
H 1.19936 -4.62096 -4.13966
H -0.17841 -5.61838 -3.61262
H -1.44189 -3.73554 -4.54297
H 0.04157 -2.86673 -4.89482
H -1.41085 -1.95966 -4.42720



(2)
12
Properties=species:S:1:pos:R:3 method="wB97M-V/def2-TZVPD" gap_ev=10.1 e_above_lowest_kcal_mol=58.59 total_charge=+1
C 0.85507 0.93223 0.49635
C 1.34045 2.21178 -0.41080
C -0.61602 -1.06631 1.17594
C -0.64467 -1.04395 -0.34053
N -0.00764 0.01194 0.42691
S 1.45510 2.14047 1.43069
H 2.32145 2.02706 -0.78399
H 0.46928 2.81774 -0.65149
H -1.48202 -0.82120 1.73341
H -0.04102 -1.65926 1.74811
H 0.02568 -1.55511 -0.91253
H -1.54104 -0.91248 -0.89611



(3)
8
Properties=species:S:1:pos:R:3 method="wB97M-V/def2-TZVPD" gap_ev="7.9 / 7.9" e_above_lowest_kcal_mol=51.68 smiles="CC(Br)=C=O"
C -0.88436 -0.57030 0.00175
C 0.48646 -0.05179 0.38511
Br 1.91097 -1.21377 -0.05420
C 0.85812 1.42517 -0.22393
O 1.40392 2.42248 0.03629
H -1.55400 -0.54534 0.94629
H -0.66713 -1.53486 -0.51849
H -1.55398 0.06841 -0.57283



(4)
54
Properties=species:S:1:pos:R:3 method="wB97M-V/def2-TZVPD" gap_ev=8.3 smiles=COc1ccc(Nc2nc(N)nc(CN3CCN(c4ccc(F)cc4)CC3)n2)cc1
C -7.91020 -1.64394 -1.07517
O -7.72518 -0.25012 -1.07161
C -6.49945 0.24078 -0.72674
C -6.37087 1.63048 -0.74957
C -5.17494 2.22784 -0.42230
C -4.06882 1.45609 -0.06107
N -2.88662 2.12176 0.25238
C -1.67630 1.65198 0.61893
N -0.75209 2.60061 0.81328
C 0.44130 2.15395 1.18519
N 1.41512 3.05363 1.40368
N 0.74820 0.86369 1.38320
C -0.23188 0.00942 1.14564
C 0.03372 -1.46830 1.29920
N 1.31207 -1.93816 0.80534
C 1.55562 -1.53575 -0.56876
C 2.83391 -2.20484 -1.08315
N 3.96220 -1.81709 -0.25917
C 4.60851 -0.61808 -0.51419
C 5.05116 0.23775 0.50339
C 5.75060 1.39516 0.21914
C 6.01861 1.72097 -1.09498
F 6.69019 2.86528 -1.37622
C 5.61418 0.89566 -2.12758
C 4.92332 -0.26087 -1.83424
C 3.70402 -2.23288 1.10370
C 2.43501 -1.58183 1.66046
N -1.45240 0.34250 0.75430
C -4.19789 0.07322 -0.03473
C -5.40028 -0.52840 -0.36451
H -7.24172 -2.13711 -1.78863
H -7.75871 -2.07324 -0.07929
H -8.94292 -1.80346 -1.38154
H -7.22809 2.22149 -1.02989
H -5.09140 3.30514 -0.44606
H -2.91450 3.13119 0.18871
H 1.24747 4.01475 1.16919
H 2.34822 2.72470 1.57213
H -0.03505 -1.72220 2.36132
H -0.76191 -2.00011 0.76936
H 0.70033 -1.84725 -1.17360
H 1.67297 -0.44197 -0.66478
H 2.99459 -1.93119 -2.12351
H 2.72695 -3.29128 -1.01843
H 4.84746 0.01597 1.53784
H 6.08225 2.04771 1.01217
H 5.84772 1.15764 -3.14760
H 4.64181 -0.90733 -2.65001
H 4.56681 -2.01792 1.73354
H 3.56173 -3.31807 1.08248
H 2.23323 -1.96525 2.66372
H 2.56224 -0.49226 1.71606
H -3.34868 -0.52584 0.24624
H -5.46159 -1.60466 -0.33322



(5)
8
Properties=species:S:1:pos:R:3 method="wB97M-V/def2-TZVPD" gap_ev="5.6 / 6.6" e_above_lowest_kcal_mol=174.87 s2=0.8200 total_charge=+2 multiplicity=2
C -1.10910 0.26952 -0.44317
N 1.45040 -0.31176 0.55097
H -0.86439 -0.07801 0.60116
H -0.55244 -0.36821 -1.12112
H -0.79352 1.24146 -0.44231
H 2.22381 -0.18943 -0.03614
H 1.83193 -0.86415 1.23544
H -2.18669 0.30057 -0.34483



(6)
51
Properties=species:S:1:pos:R:3 method="wB97M-V/def2-TZVPD" gap_ev=7.1 smiles="O=C(c1ccccc1)[C@@H]([C@@H]1C(S(=O)(=O)C(F)(F)F)=CC(=[N+]([O-])[O-])c2no[n+]([O-])c21)S(=O)(=O)c1ccccc1" total_charge=-1
O -2.95842 -0.96577 2.40201
C -1.94084 -0.28021 2.25127
C -0.82054 -0.33485 3.26175
C 0.50625 -0.26867 2.83300
C 1.53840 -0.50212 3.72702
C 1.24557 -0.72904 5.07667
C -0.08777 -0.80041 5.52462
C -1.12047 -0.60304 4.61722
C -1.86365 0.76704 1.04480
C -1.19018 2.20744 1.27151
C -2.08702 3.40002 1.79382
S -2.98245 3.19705 3.31935
O -3.11115 4.43790 4.04367
O -2.49387 1.96106 3.88901
C -4.66418 2.84871 2.57096
F -5.50574 2.49802 3.54088
F -5.16011 3.89393 1.87241
F -4.52893 1.79343 1.71965
C -2.39087 4.55033 1.12182
C -1.63329 4.97903 0.00283
N -2.03977 6.12427 -0.73525
O -1.50556 6.54336 -1.77201
O -3.03872 6.70055 -0.23857
C -0.48630 4.17924 -0.32958
N 0.58194 4.55366 -1.12324
O 1.48483 3.53734 -0.97051
N 0.98284 2.51552 -0.01297
O 1.66393 1.55361 0.28495
C -0.31266 2.88989 0.25570
S -1.30664 -0.27685 -0.42016
O -0.19987 -1.13273 -0.06935
O -1.14920 0.76912 -1.43155
C -2.56622 -1.33156 -1.18717
C -3.55879 -2.01250 -0.48669
C -4.45789 -2.84936 -1.15374
C -4.36766 -2.97895 -2.54198
C -3.33910 -2.34114 -3.24997
C -2.43602 -1.51998 -2.56789
H 0.70622 -0.11877 1.77986
H 2.56190 -0.48519 3.37739
H 2.02859 -0.89706 5.79662
H -0.32954 -0.99136 6.57810
H -2.16530 -0.67986 4.92114
H -2.91385 0.95579 0.74642
H -0.50840 1.90315 2.09428
H -3.18914 5.21338 1.46298
H -3.61688 -1.89766 0.59362
H -5.21933 -3.40178 -0.59057
H -5.09451 -3.57783 -3.08196
H -3.21884 -2.47136 -4.33093
H -1.62646 -1.01593 -3.09559



(7)
56
Properties=species:S:1:pos:R:3 method="wB97M-V/def2-TZVPD" gap_ev=6.1 e_above_lowest_kcal_mol=39.45 total_charge=-1
Cl 1.71281 2.21829 -3.62346
B 1.67456 0.39243 -3.46089
Cl 0.75951 -0.45586 -4.82490
Cl 3.35589 -0.35251 -3.26636
O 0.99484 0.12726 -2.05867
C -0.14006 -0.30599 -1.69079
C -1.34418 -0.10021 -2.50454
C -2.08232 -1.26428 -2.76977
C -3.15603 -1.22835 -3.64632
C -3.51308 -0.00999 -4.24661
Cl -4.76908 0.01788 -5.40480
C -2.82662 1.17231 -3.91551
C -1.71629 1.12488 -3.07644
H -0.22803 -1.14754 -0.97931
H -1.76401 -2.20344 -2.30198
H -3.71657 -2.13629 -3.87931
H -3.16046 2.11031 -4.34715
H -1.11984 2.01508 -2.87009
C -1.96290 3.57064 1.12489
C -0.61998 3.75008 0.78421
C 0.17928 2.64738 0.48608
C -0.34925 1.34748 0.57506
C 0.47795 0.14220 0.54320
C 1.93239 0.18905 0.29891
C 2.68615 -1.10874 0.07246
C 2.15403 -2.31801 -0.37049
C 2.96500 -3.43238 -0.60273
C 4.34255 -3.35174 -0.39194
C 4.90299 -2.12528 -0.00080
C 4.08464 -1.02460 0.23109
O 2.57666 1.23761 0.24091
C 0.06688 -0.89832 1.51320
C -0.27248 -0.49574 2.93552
C 0.13624 0.68714 3.57409
C -0.45842 1.06609 4.78176
C -1.40393 0.22181 5.38527
C -1.70678 -1.02188 4.81196
C -1.12108 -1.38836 3.60601
O -0.16913 -2.07100 1.17392
C -1.73911 1.18659 0.76988
C -2.53251 2.29420 1.06380
H -2.57044 4.42659 1.43683
H -0.16430 4.73957 0.76112
H 1.23266 2.75832 0.22713
H 1.07842 -2.43480 -0.46621
H 2.49736 -4.36708 -0.92029
H 4.97065 -4.23423 -0.52939
H 5.97782 -2.01812 0.14875
H 4.51720 -0.06911 0.53225
H 0.90425 1.31004 3.10734
H -0.18226 2.01832 5.24505
H -1.87826 0.52155 6.32211
H -2.39688 -1.71864 5.29382
H -1.33913 -2.35141 3.13770
H -2.18230 0.18563 0.70192
H -3.59504 2.15518 1.26250



(8)
91
Properties=species:S:1:pos:R:3 method="wB97M-V/def2-TZVPD" gap_ev="7.9 / 4.9" e_above_lowest_kcal_mol=18.92 s2=6.0470 total_charge=+3 multiplicity=5
Pt 0.11064 0.27199 -0.56143
C -1.04649 -3.92341 3.10050
N -0.29735 -2.86341 2.43392
C -0.30436 -2.47422 1.15920
N 0.52012 -1.44449 1.01062
C 0.99948 -1.23558 2.27475
N 0.53564 -2.08603 3.14722
C -0.42686 -5.29740 2.93618
C -0.23158 -6.14194 4.03788
C 0.30849 -7.41786 3.88431
C 0.66734 -7.88265 2.63674
C 0.45634 -7.05061 1.52354
C -0.09385 -5.76362 1.68835
C 0.76464 -7.45901 0.20155
N 1.40331 -8.54587 -0.24470
N 1.49254 -8.44835 -1.55007
C 0.89797 -7.30539 -1.91200
O 0.42062 -6.65406 -0.83254
C 0.75379 -6.73307 -3.20310
C 1.34369 -7.34195 -4.32278
C 1.21079 -6.73489 -5.55478
C 0.49438 -5.54882 -5.67930
C -0.11905 -4.94914 -4.57078
C -0.98638 -3.72112 -4.75943
N -1.06377 -2.86109 -3.58672
C -0.18767 -1.96811 -3.11762
N -0.69581 -1.39376 -2.03772
C -1.91646 -1.99062 -1.88606
N -2.16110 -2.88374 -2.80844
C 0.01548 -5.54170 -3.33650
H -2.06376 -3.92397 2.70700
H -1.08414 -3.65103 4.15190
H -0.90731 -2.90966 0.38059
H 1.69675 -0.46227 2.54814
H -0.50888 -5.80066 5.02822
H 0.44512 -8.04427 4.75483
H 1.09553 -8.86797 2.50631
H -0.25825 -5.15473 0.81084
H 1.89344 -8.26661 -4.20443
H 1.66281 -7.18233 -6.42905
H 0.39397 -5.09090 -6.65655
H -2.01009 -4.03966 -4.95532
H -0.64734 -3.13916 -5.61525
H 0.76782 -1.75354 -3.56968
H -2.61844 -1.73760 -1.10862
H -0.46447 -5.11590 -2.46452
N 1.74747 1.63094 0.55692
H 1.15812 2.04916 1.27426
H 2.19205 2.37560 0.02948
H 2.47879 1.10869 1.02937
C 5.17512 -1.54983 -2.08562
C 4.32962 -1.59089 -0.82813
N 3.02272 -1.01512 -1.13397
C 2.81700 -0.02665 -2.03396
N 1.58133 0.48484 -2.13141
C 1.27163 1.49946 -3.13594
C 2.24665 1.45241 -4.29829
C 3.65868 1.48012 -3.75038
N 3.83809 0.38334 -2.79906
C 5.20074 -0.12692 -2.60544
H 4.73817 -2.21071 -2.83709
H 6.18749 -1.89153 -1.87974
H 4.81626 -1.03847 -0.01900
H 4.18553 -2.61545 -0.48879
H 2.24255 -1.23830 -0.53823
H 1.29712 2.49268 -2.67268
H 0.25074 1.34041 -3.48311
H 2.07433 2.30318 -4.95502
H 2.09984 0.53702 -4.87640
H 3.86921 2.43765 -3.26454
H 4.37633 1.35151 -4.55821
H 5.73866 0.52998 -1.91523
H 5.71276 -0.08123 -3.56502
F -3.66450 2.07577 1.67908
C -3.03636 1.01440 2.19617
F -2.59257 1.31705 3.40700
F -3.89334 0.00274 2.28006
C -1.86622 0.65848 1.25200
O -2.03838 -0.21483 0.37705
O -0.79742 1.29961 1.36494
Br -4.38913 5.34737 -1.60835
C -3.06658 4.01358 -1.49159
C -3.31569 2.73479 -1.97271
C -2.31576 1.78888 -1.87143
N -1.12327 2.05942 -1.32979
C -0.88855 3.29313 -0.87247
C -1.82584 4.30261 -0.93494
H -4.26792 2.48064 -2.41563
H -2.46993 0.78468 -2.24373
H 0.08691 3.48987 -0.44862
H -1.60247 5.29060 -0.55921



Number 1: electronic energy -107700.95555 eV. Number 2: electronic energy -16560.03072 eV. Number 3: electronic energy -75246.28912 eV. Number 4: electronic energy -37363.24821 eV. Number 5: electronic energy -2590.15403 eV. Number 6: electronic energy -74701.24380 eV. Number 7: electronic energy -86273.76780 eV. Number 8: electronic energy -142772.08995 eV.